The following is a DFT calculation (ωB97M-V/def2-TZVPD) of C2H2I2NO as an isolated structure at a distorted geometry.

Geometry as XYZ:
```
8
C2H2I2NO (ωB97M-V/def2-TZVPD)
O 0.49 -2.09 -0.40
H 0.37 0.32 1.62
H -0.68 0.32 -1.60
C -0.58 0.42 -0.53
I -2.53 1.03 0.04
C 0.37 0.09 0.55
N -0.01 -1.15 0.30
I 2.57 1.06 0.02
```

Calculated total energy   -21842.1356 eV
Kohn-Sham gap   6.3434 eV
Energy above the lowest of the compared OMol25 structures with the same formula, charge and spin   202.3 kJ/mol
E_HOMO   -3.49 eV
Charge   -1